No. 1
# C4H8O3

2 unconnected molecules or ions with the total composition C4H8O3 (ωB97M-V with the def2-TZVPD basis set, the Open Molecules 2025 dataset).

The geometry in XYZ format:
```
15
Properties=species:S:1:pos:R:3:forces:R:3
C 1.870276 -0.382890 0.447321 -0.113 -0.105 -0.085
C 0.794845 -1.039042 0.018961 0.221 0.045 0.037
C 0.046024 -0.680835 -1.230733 0.217 -0.015 -0.088
O -1.364173 -0.542658 -0.971175 -0.085 0.103 0.057
C -1.793943 0.688653 -0.691891 0.135 0.301 -0.077
O -1.114529 1.685896 -0.672823 -0.291 -0.398 -0.034
H 2.420359 -0.706253 1.327584 -0.101 0.031 -0.126
H 2.239934 0.502649 -0.066226 -0.072 -0.144 0.032
H 0.427895 -1.912106 0.557630 0.056 0.114 -0.060
H 0.110044 -1.494549 -1.958132 0.005 0.105 0.085
H 0.427281 0.241944 -1.674121 -0.011 -0.141 0.059
H -2.875437 0.663358 -0.503199 0.122 0.023 0.019
O -0.659944 0.949299 2.105842 0.111 0.076 0.003
H 0.116295 0.411508 1.906075 -0.132 0.039 0.059
H -0.644928 1.615026 1.404888 -0.063 -0.034 0.120
```
Positions in Å, forces in eV/Å.

Computed properties:
* LUMO level: 0.9 eV
* energy above the lowest of the compared OMol25 structures with the same formula, charge and spin: 150.59 kJ/mol
* total charge: 0
* structure (SMILES): C=CCOC=O.O
* gap between HOMO and LUMO: 11.45 eV

No. 2
# C4H8O3

2 unconnected molecules or ions with the total composition C4H8O3 at a distorted geometry (ωB97M-V with the def2-TZVPD basis set, the Open Molecules 2025 dataset).

The geometry in XYZ format:
```
15
Properties=species:S:1:pos:R:3:forces:R:3
O -1.952396 1.831279 0.237154 2.340 -0.923 -1.450
C -1.059811 1.286366 -0.403360 -0.534 -2.497 -0.773
C -0.086259 0.122140 0.030864 -1.432 1.498 1.582
C 1.341563 0.623922 -0.078821 0.274 -1.015 -0.270
C 2.221453 -0.554352 0.409108 -0.708 1.128 0.436
O 3.046361 -1.082103 -0.261270 0.662 -0.593 -0.361
H -0.840203 1.257315 -1.531179 -1.018 1.699 0.721
H -0.236369 -0.838039 -0.468672 -0.318 0.505 -0.674
H -0.378617 -0.088246 1.056647 0.409 -0.091 0.455
H 1.569824 1.056506 -1.072840 0.183 -0.965 0.199
H 1.490727 1.453938 0.562029 0.086 0.798 1.127
H 2.002745 -0.911025 1.480433 0.100 0.407 -1.008
O -2.595621 -1.695418 -0.049053 -1.182 2.385 2.076
H -2.875781 -0.872738 0.530637 0.945 -2.278 -1.832
H -3.220751 -2.356237 0.281556 0.192 -0.057 -0.230
```
Positions in Å, forces in eV/Å.

Computed properties:
* LUMO level: 0.5 eV
* energy above the lowest of the compared OMol25 structures with the same formula, charge and spin: 245.71 kJ/mol
* total charge: 0
* structure (SMILES): O=CCCC=O.O
* gap between HOMO and LUMO: 10.37 eV

No. 3
# C4H8O3

A single C4H8O3 molecule (ωB97M-V with the def2-TZVPD basis set, the Open Molecules 2025 dataset).

The geometry in XYZ format:
```
15
Properties=species:S:1:pos:R:3:forces:R:3
C -1.509226 -0.730808 -0.049636 -0.002 0.062 0.016
C -0.282035 -0.304272 -0.852673 0.056 -0.332 0.176
O -0.680152 0.604827 -1.854896 0.196 0.040 -0.141
C 0.905051 0.282988 -0.035773 -0.036 -0.130 -0.001
O 0.843497 1.682558 -0.009236 0.098 0.073 0.111
C 1.018104 -0.249495 1.376992 0.124 0.171 0.208
O 1.231710 0.493355 2.307854 -0.135 -0.337 -0.380
H -2.205424 -1.233886 -0.728016 0.065 0.142 0.102
H -1.254961 -1.444123 0.743978 -0.031 0.121 -0.133
H -2.020894 0.130804 0.388152 0.125 -0.060 -0.013
H 0.115286 -1.203830 -1.345817 -0.048 0.069 0.068
H -0.137092 1.399794 -1.775692 -0.189 0.016 0.057
H 1.835334 -0.041163 -0.538385 -0.081 0.046 0.040
H 1.193667 1.957507 0.855731 -0.180 0.011 -0.105
H 0.947134 -1.344257 1.517418 0.035 0.109 -0.005
```
Positions in Å, forces in eV/Å.

Computed properties:
* LUMO level: 0.7 eV
* energy above the lowest of the compared OMol25 structures with the same formula, charge and spin: 151.72 kJ/mol
* total charge: 0
* structure (SMILES): C[C@@H](O)[C@@H](O)C=O
* gap between HOMO and LUMO: 10.95 eV

No. 4
# C4H8O3

A single C4H8O3 molecule (ωB97M-V with the def2-TZVPD basis set, the Open Molecules 2025 dataset).

The geometry in XYZ format:
```
15
Properties=species:S:1:pos:R:3:forces:R:3
C 2.494669 -0.222359 0.332951 0.257 -0.067 -0.037
O 1.143472 0.167758 0.586086 -0.169 -0.042 -0.023
C 0.203182 -0.578847 -0.007813 0.000 -0.197 -0.253
O 0.430727 -1.551624 -0.688099 -0.086 0.380 0.314
C -1.187815 0.006058 0.202852 0.072 0.205 0.057
C -1.451737 1.028440 -0.903812 -0.014 0.070 -0.087
O -2.162574 -1.003816 0.214918 -0.047 -0.124 -0.136
H 2.681865 -1.230859 0.708251 -0.048 0.113 -0.047
H 3.116046 0.500565 0.861562 -0.090 -0.106 -0.086
H 2.702260 -0.197245 -0.739472 -0.015 -0.007 0.130
H -1.223914 0.489452 1.184437 0.020 -0.085 -0.157
H -0.738924 1.857644 -0.870236 -0.068 -0.107 0.033
H -2.465466 1.424286 -0.797388 0.155 -0.052 0.012
H -1.368229 0.542665 -1.883988 -0.022 0.067 0.145
H -2.086201 -1.493686 -0.615570 0.058 -0.047 0.136
```
Positions in Å, forces in eV/Å.

Computed properties:
* LUMO level: 0.8 eV
* energy above the lowest of the compared OMol25 structures with the same formula, charge and spin: 75.17 kJ/mol
* total charge: 0
* structure (SMILES): COC(=O)[C@@H](C)O
* gap between HOMO and LUMO: 11.24 eV

No. 5
# C4H8O3

A molecular structure, C4H8O3 at a distorted geometry (ωB97M-V with the def2-TZVPD basis set, the Open Molecules 2025 dataset).

The geometry in XYZ format:
```
15
Properties=species:S:1:pos:R:3:forces:R:3
C -0.952846 0.791401 -1.117543 -0.040 0.056 -0.057
C -0.608311 -0.483718 -0.380667 -0.580 0.339 0.364
O 0.022595 -1.389467 -1.271688 0.150 -0.258 0.268
C 0.450215 -0.305841 0.691020 1.875 -3.246 -0.182
O 0.733814 -1.200196 1.503996 -0.090 0.249 -1.285
C 1.658460 0.495892 0.403588 1.182 1.386 -0.088
O 2.136323 1.294636 1.157247 -0.170 0.387 0.429
H -1.680533 0.568738 -1.901419 0.089 0.076 0.083
H -1.385749 1.528528 -0.430881 0.056 -0.157 -0.121
H -0.065297 1.230975 -1.587660 -0.137 -0.106 0.081
H -1.498477 -0.934088 0.077000 0.105 0.047 -0.051
H 0.308131 -2.139453 -0.719551 -0.127 0.109 -0.427
H -0.955520 0.483070 1.950180 0.374 -1.314 1.195
H -0.538184 -0.200450 2.163240 -2.378 2.765 0.204
H 2.231856 0.240602 -0.498299 -0.309 -0.333 -0.414
```
Positions in Å, forces in eV/Å.

Computed properties:
* LUMO level: -0.2 eV
* energy above the lowest of the compared OMol25 structures with the same formula, charge and spin: 421.01 kJ/mol
* total charge: 0
* gap between HOMO and LUMO: 9.51 eV

No. 6
# C4H8O3

A single C4H8O3 molecule (ωB97M-V with the def2-TZVPD basis set, the Open Molecules 2025 dataset).

The geometry in XYZ format:
```
15
Properties=species:S:1:pos:R:3:forces:R:3
C 1.401129 0.757270 -0.695797 -0.239 0.026 -0.219
C -0.174812 0.719083 -0.863580 0.154 -0.024 -0.175
C -1.078404 -0.142603 0.097478 0.357 0.169 0.080
O -2.043766 -0.882832 -0.591575 0.132 -0.109 -0.121
C -0.187060 -1.063687 0.895121 -0.113 -0.420 0.012
O -0.270507 -2.265354 0.882400 0.017 0.523 0.157
O 0.719561 -0.379677 1.601899 -0.067 -0.171 0.316
H 1.855152 -0.197057 -0.394189 -0.345 0.168 -0.321
H 1.804314 1.500532 0.016785 -0.432 -0.089 -0.213
H 1.845595 1.009957 -1.659919 -0.166 0.111 0.035
H -0.590821 1.735069 -0.891463 0.300 -0.192 -0.034
H -0.378577 0.278211 -1.840629 0.059 0.053 0.018
H -1.591558 0.496686 0.837594 0.193 -0.006 -0.244
H -1.848737 -1.815720 -0.389521 -0.077 0.124 -0.085
H 0.726836 0.501258 1.185715 0.227 -0.163 0.794
```
Positions in Å, forces in eV/Å.

Computed properties:
* LUMO level: 0.6 eV
* energy above the lowest of the compared OMol25 structures with the same formula, charge and spin: 105.54 kJ/mol
* total charge: 0
* structure (SMILES): CC[C@@H](O)C(=O)O
* gap between HOMO and LUMO: 11.46 eV

No. 7
# C4H8O3

A single C4H8O3 molecule (ωB97M-V with the def2-TZVPD basis set, the Open Molecules 2025 dataset).

The geometry in XYZ format:
```
15
Properties=species:S:1:pos:R:3:forces:R:3
C -2.713690 -0.220845 -0.197710 -0.227 -0.092 -0.135
O -1.662960 0.325973 0.587679 0.168 0.008 0.029
C -0.401954 0.108704 0.175359 0.173 0.200 0.156
O -0.292245 -0.767892 -0.841936 0.134 -0.018 0.054
C 0.645001 0.719082 0.755063 -0.119 -0.048 -0.082
C 2.027631 0.537559 0.215184 -0.005 0.306 0.064
O 2.269650 -0.860276 -0.049169 0.213 -0.112 -0.147
H -2.638747 -1.309616 -0.266928 -0.042 0.158 0.035
H -3.634906 0.063879 0.314216 0.155 -0.076 -0.096
H -2.708112 0.201811 -1.208266 -0.014 -0.066 0.143
H 0.640929 -1.073329 -0.828628 -0.152 0.043 -0.046
H 0.476955 1.367375 1.605347 -0.014 -0.090 -0.129
H 2.169560 1.090606 -0.727965 -0.028 -0.070 0.126
H 2.764713 0.916532 0.933137 -0.109 -0.095 -0.079
H 3.075439 -0.927217 -0.577657 -0.135 -0.051 0.105
```
Positions in Å, forces in eV/Å.

Computed properties:
* LUMO level: 0.7 eV
* energy above the lowest of the compared OMol25 structures with the same formula, charge and spin: 191.58 kJ/mol
* total charge: 0
* structure (SMILES): CO/C(O)=C/CO
* gap between HOMO and LUMO: 8.75 eV

No. 8
# C4H8O3

2 unconnected molecules or ions with the total composition C4H8O3 at a distorted geometry (ωB97M-V with the def2-TZVPD basis set, the Open Molecules 2025 dataset).

The geometry in XYZ format:
```
15
Properties=species:S:1:pos:R:3:forces:R:3
C -2.042529 -1.015263 -0.287801 0.801 0.290 3.338
C 0.746515 -1.205180 0.726143 -0.190 0.107 -0.263
C 0.683997 1.917513 0.224866 0.350 0.176 -0.193
C -0.012998 -0.323733 -0.236260 -0.640 0.523 -0.223
O -2.537179 -1.255227 -1.334346 -0.592 -0.434 -3.532
O 0.455607 -0.409431 -1.518004 -0.369 -0.003 0.963
O -0.352701 0.947382 0.204168 -0.134 -1.096 -0.278
H -2.486531 -1.071505 0.709245 1.009 0.337 0.127
H 0.072525 -1.802333 1.333692 -0.079 0.020 -0.021
H 1.397887 -1.864646 0.158723 -0.045 -0.083 0.013
H 1.351974 -0.595105 1.397182 0.019 0.093 -0.027
H 0.283229 2.764284 0.775314 0.040 0.007 -0.025
H 0.953246 2.232260 -0.789060 -0.003 -0.027 0.130
H 1.576928 1.542270 0.731990 -0.017 0.013 0.006
H -0.089970 0.138715 -2.095852 -0.150 0.076 -0.013
```
Positions in Å, forces in eV/Å.

Computed properties:
* LUMO level (spin up / spin down): 0.7 / -1.3 eV
* energy above the lowest of the compared OMol25 structures with the same formula, charge and spin: 3.79 kJ/mol
* 2S+1: 3
* total charge: 0
* gap between HOMO and LUMO (spin up / spin down): 5.87 / 9.86 eV